(1)
6
Properties=species:S:1:pos:R:3:nbo_charge:R:1 method="wB97M-V/def2-TZVPD" homo_energy_ev="-7.4 / -10.9" spin_multiplicity=3 energy_ev=-17466.4770 fmax_ev_per_a=3.09
C -0.64 0.84 -0.33 -0.44
N 0.80 -0.85 0.23 0.55
O 0.31 -1.51 1.10 -0.28
O 1.82 -0.76 -0.34 -0.27
S -1.92 0.80 0.57 0.24
H -0.36 1.48 -1.23 0.21


(2)
213
Properties=species:S:1:pos:R:3:mulliken_charge:R:1 method="wB97M-V/def2-TZVPD" homo_energy_ev=-8.5 energy_ev=-151421.0682 fmax_ev_per_a=5.62
C -3.21 5.82 5.18 -0.69
N -2.02 4.96 4.74 0.62
O -0.81 5.41 4.94 -0.50
O -2.38 4.03 4.05 -0.24
H -2.84 6.32 6.08 0.32
H -4.12 5.25 5.35 0.19
H -3.39 6.54 4.39 0.31
C -1.12 -3.62 5.16 -0.47
N 0.23 -4.35 5.45 0.77
O 1.23 -3.66 5.24 -0.43
O 0.20 -5.49 5.90 -0.54
H -1.88 -4.40 5.15 0.28
H -0.91 -3.21 4.17 0.06
H -1.27 -2.90 5.97 0.31
C -3.55 1.82 6.09 -0.33
N -3.48 0.41 5.85 1.07
O -3.68 -0.02 4.75 -0.48
O -3.23 -0.33 6.78 -0.61
H -4.26 2.11 6.86 0.41
H -3.77 2.26 5.11 -0.37
H -2.55 2.03 6.47 0.30
O 0.06 0.10 6.08 -0.53
C 0.75 1.15 6.11 0.64
O 0.84 1.90 5.03 -0.30
C -0.01 1.63 3.89 0.60
C 0.41 2.49 2.68 -0.88
C 1.70 1.52 7.19 -1.06
H -1.05 1.81 4.16 -0.43
H 0.04 0.57 3.63 0.26
H 1.46 2.23 2.53 0.21
H 0.38 3.56 2.91 0.41
H -0.19 2.36 1.79 0.10
H 2.70 1.43 6.79 0.11
H 1.74 0.83 8.04 0.36
H 1.59 2.58 7.44 0.39
O 3.35 0.92 0.93 -0.12
C 4.41 0.35 0.69 0.46
O 5.65 0.84 0.25 -0.42
C 5.75 2.27 0.13 0.09
C 5.90 2.97 1.52 -1.07
C 4.49 -1.10 0.85 -0.69
H 4.95 2.61 -0.53 -0.02
H 6.71 2.62 -0.26 0.40
H 6.52 3.87 1.46 0.45
H 6.10 2.26 2.31 0.28
H 4.89 3.31 1.77 0.08
H 3.51 -1.56 0.93 -0.01
H 5.06 -1.17 1.77 0.24
H 5.00 -1.44 -0.06 0.42
O 3.89 -6.31 5.78 -0.61
C 4.57 -5.27 5.86 0.73
O 4.77 -4.43 4.81 -0.19
C 4.39 -4.85 3.50 -0.10
C 5.59 -5.34 2.69 -0.95
C 5.38 -4.87 7.09 -0.63
H 4.01 -3.92 3.08 0.08
H 3.56 -5.55 3.44 0.36
H 6.22 -6.09 3.16 0.36
H 6.19 -4.45 2.50 0.28
H 5.25 -5.67 1.71 0.18
H 5.15 -5.69 7.76 0.36
H 5.10 -3.87 7.41 -0.10
H 6.44 -4.93 6.83 0.28
O 0.09 -3.45 -2.45 -0.47
C -0.07 -3.40 -3.72 0.75
O 0.81 -3.34 -4.66 -0.32
C 2.17 -3.23 -4.37 0.72
C 2.96 -3.59 -5.65 -1.49
C -1.47 -3.55 -4.44 -0.96
H 2.45 -3.93 -3.58 -0.33
H 2.38 -2.26 -3.91 0.15
H 2.78 -4.62 -5.96 0.37
H 4.04 -3.52 -5.53 0.41
H 2.78 -2.84 -6.42 0.35
H -2.21 -4.06 -3.83 0.27
H -1.28 -4.01 -5.41 0.42
H -1.90 -2.55 -4.49 0.11
O 6.55 1.36 -7.20 -0.58
C 6.20 0.26 -6.84 0.80
O 5.89 -0.17 -5.57 -0.32
C 6.14 0.68 -4.52 -0.48
C 4.89 1.43 -4.13 -0.27
C 6.13 -0.82 -7.85 -0.92
H 7.00 1.29 -4.82 0.40
H 6.44 0.03 -3.71 0.27
H 5.11 1.88 -3.16 0.07
H 4.09 0.69 -4.10 0.00
H 4.75 2.25 -4.83 0.28
H 5.10 -1.19 -7.84 0.19
H 6.81 -1.57 -7.45 0.29
H 6.42 -0.46 -8.84 0.31
O 1.94 2.74 -1.63 -0.61
C 1.07 3.48 -1.23 0.65
O 1.12 4.47 -0.24 -0.28
C 2.37 4.55 0.44 0.87
C 3.05 5.87 0.22 -1.58
C -0.32 3.44 -1.82 -0.40
H 3.10 3.81 0.13 -0.41
H 2.27 4.41 1.52 0.15
H 3.10 6.15 -0.83 0.41
H 4.10 5.87 0.54 0.35
H 2.67 6.66 0.87 0.36
H -0.50 4.38 -2.32 0.52
H -1.03 3.32 -1.00 -0.10
H -0.47 2.58 -2.47 0.12
F -4.26 -0.24 -5.77 -0.33
C -4.68 -1.18 -4.98 0.47
C -5.21 -0.80 -3.67 -0.01
C -5.91 -1.81 -2.95 -0.52
C -6.05 -3.10 -3.48 -0.54
C -5.59 -3.41 -4.76 -0.49
C -4.85 -2.45 -5.50 -0.66
H -5.19 0.22 -3.33 0.33
H -6.30 -1.61 -1.97 0.46
H -6.57 -3.86 -2.92 0.40
H -5.90 -4.36 -5.17 0.39
H -4.58 -2.81 -6.48 0.45
F 0.99 -1.20 0.27 -0.48
C -0.12 -0.65 0.00 0.90
C -0.24 -0.33 -1.34 -0.23
C -1.45 0.18 -1.82 -1.37
C -2.50 0.41 -0.87 -0.57
C -2.28 0.08 0.49 -1.17
C -1.10 -0.43 0.92 -0.76
H 0.63 -0.48 -1.96 0.84
H -1.61 0.42 -2.86 0.90
H -3.39 0.93 -1.20 0.34
H -2.96 0.34 1.28 0.75
H -0.94 -0.72 1.95 0.84
F -0.82 3.91 -7.17 -0.29
C 0.02 2.97 -6.90 0.30
C 1.43 3.18 -6.81 -0.72
C 2.31 2.12 -6.62 -0.33
C 1.79 0.85 -6.31 -0.40
C 0.39 0.64 -6.25 -0.52
C -0.45 1.70 -6.61 -0.31
H 1.84 4.11 -7.18 0.42
H 3.38 2.09 -6.67 0.37
H 2.48 0.03 -6.19 0.48
H -0.03 -0.23 -5.77 0.61
H -1.52 1.67 -6.49 0.39
F 3.33 -3.64 -0.94 -0.04
C 3.55 -5.01 -1.13 0.34
C 4.82 -5.53 -1.24 -0.51
C 4.97 -6.84 -1.72 -0.66
C 3.81 -7.61 -1.93 -0.56
C 2.52 -7.06 -1.86 -0.52
C 2.40 -5.72 -1.51 -0.23
H 5.69 -4.91 -1.10 0.52
H 5.96 -7.24 -1.89 0.42
H 3.99 -8.54 -2.44 0.31
H 1.69 -7.69 -2.13 0.42
H 1.44 -5.22 -1.52 0.55
F -4.98 -5.80 -1.47 -0.38
C -4.44 -5.03 -0.48 0.42
C -5.25 -4.48 0.50 -0.54
C -4.67 -3.77 1.53 -0.58
C -3.30 -3.56 1.55 -0.56
C -2.50 -4.05 0.43 -0.37
C -3.06 -4.78 -0.57 -0.34
H -6.26 -4.84 0.60 0.47
H -5.25 -3.47 2.39 0.50
H -2.87 -3.06 2.40 0.49
H -1.42 -3.97 0.50 0.43
H -2.41 -5.06 -1.38 0.45
F 6.74 1.45 6.18 -0.35
C 5.72 0.53 6.15 0.45
C 5.60 -0.33 7.25 -0.73
C 4.60 -1.28 7.25 -0.75
C 3.66 -1.29 6.21 -0.19
C 3.73 -0.42 5.10 -0.68
C 4.76 0.50 5.07 -0.76
H 6.32 -0.41 8.05 0.43
H 4.50 -1.87 8.15 0.70
H 2.85 -2.00 6.30 0.41
H 2.94 -0.39 4.37 0.87
H 4.85 1.20 4.26 0.55
F -8.13 1.57 5.86 -0.31
C -7.41 1.69 4.77 0.12
C -6.31 2.50 4.65 -0.26
C -5.65 2.72 3.41 -0.43
C -6.14 2.01 2.27 -0.56
C -7.10 1.04 2.42 -1.00
C -7.75 0.90 3.66 -0.20
H -5.89 3.08 5.47 0.34
H -4.76 3.32 3.24 0.61
H -5.62 2.17 1.34 0.72
H -7.49 0.43 1.61 0.49
H -8.50 0.13 3.77 0.44
F -5.18 2.47 -1.08 -0.11
C -5.23 3.85 -0.99 0.30
C -4.04 4.55 -0.95 -0.15
C -4.01 5.90 -0.78 -0.54
C -5.24 6.63 -0.74 -0.71
C -6.38 5.96 -0.67 -0.49
C -6.42 4.55 -0.80 -0.32
H -3.17 3.93 -1.13 0.36
H -3.01 6.26 -0.97 0.46
H -5.18 7.71 -0.77 0.42
H -7.29 6.53 -0.62 0.40
H -7.40 4.10 -0.70 0.47
F -3.89 2.58 -3.41 0.45
C -4.69 3.08 -4.36 0.16
C -6.04 3.23 -4.15 -0.18
C -6.87 3.82 -5.15 -1.00
C -6.15 4.32 -6.27 -0.55
C -4.89 3.96 -6.60 -0.54
C -4.17 3.29 -5.64 -0.18
H -6.43 2.95 -3.18 0.46
H -7.92 4.06 -5.08 0.40
H -6.72 4.88 -7.00 0.35
H -4.48 4.14 -7.58 0.45
H -3.15 3.03 -5.88 0.18


(3)
91
Properties=species:S:1:pos:R:3:mulliken_charge:R:1 method="wB97M-V/def2-TZVPD" homo_energy_ev=-11.2 energy_ev=-72031.4253 charge=+1 fmax_ev_per_a=3.55
C 5.72 1.94 0.36 -1.07
C 5.71 0.59 1.14 -0.40
C 5.53 -0.60 0.11 -0.76
C 4.12 -1.26 0.32 -0.15
C 3.58 -1.81 -1.03 -1.03
C 2.81 -0.70 -1.84 -0.66
C 1.34 -0.57 -1.34 -0.61
C 0.66 0.74 -1.80 -0.93
C -0.85 0.83 -1.52 1.64
C -1.37 0.40 -0.08 -1.84
C -1.56 -1.14 0.12 0.02
C -1.62 -1.41 1.69 -0.98
C -3.10 -1.52 2.22 -0.90
C -3.74 -0.08 2.33 0.31
N -4.33 0.12 3.68 -0.74
N -1.74 -0.01 -2.41 -0.23
C -2.89 0.71 -2.79 0.27
N -3.78 0.05 -3.46 -0.18
Cl -5.19 0.81 -4.04 0.01
B -3.63 -1.44 -3.80 0.59
O -4.42 -2.32 -3.13 -0.45
O -2.73 -1.74 -4.77 -0.35
C -2.42 -3.18 -4.70 -0.62
N -2.88 2.04 -2.36 0.35
P -4.24 2.59 -1.44 0.42
O -4.97 1.42 -0.93 -0.60
O -5.12 3.45 -2.48 -0.44
O -3.84 3.58 -0.24 -0.44
C -1.53 2.21 -1.72 0.11
C -0.79 3.37 -2.49 -1.50
C -0.73 4.65 -1.59 -0.66
O 0.10 4.44 -0.44 -0.22
C -0.24 5.32 0.60 0.54
C -1.44 5.07 1.52 -0.62
O 0.40 6.29 0.76 -0.49
H 4.69 2.23 0.04 0.13
H 6.32 1.85 -0.56 0.32
H 6.11 2.76 1.00 0.37
H 4.89 0.59 1.89 0.30
H 6.66 0.43 1.68 0.35
H 5.53 -0.18 -0.92 0.36
H 6.36 -1.33 0.18 0.42
H 4.27 -2.06 1.07 0.12
H 3.39 -0.55 0.76 0.19
H 4.38 -2.27 -1.64 0.45
H 2.82 -2.59 -0.80 0.34
H 2.84 -1.02 -2.90 0.46
H 3.37 0.26 -1.75 0.38
H 0.82 -1.48 -1.72 0.29
H 1.35 -0.68 -0.23 0.27
H 1.20 1.61 -1.38 0.59
H 0.78 0.77 -2.92 0.38
H -2.35 0.87 0.15 -0.14
H -0.66 0.82 0.67 0.79
H -0.74 -1.76 -0.26 0.21
H -2.54 -1.42 -0.32 0.22
H -1.18 -0.54 2.23 0.42
H -1.00 -2.28 1.98 0.43
H -3.66 -2.17 1.53 0.28
H -3.09 -1.90 3.26 0.38
H -4.45 0.13 1.51 0.17
H -2.93 0.69 2.23 -0.05
H -3.57 0.46 4.26 0.27
H -5.06 0.82 3.63 0.27
H -1.20 -0.05 -3.29 0.60
H -5.16 -1.86 -2.69 0.32
H -1.57 -3.34 -5.38 0.23
H -3.32 -3.74 -5.03 0.29
H -2.15 -3.42 -3.65 0.28
H -5.98 3.67 -2.08 0.39
H -3.64 3.03 0.55 0.38
H -1.58 2.63 -0.69 -0.05
H 0.20 3.10 -2.89 0.40
H -1.41 3.68 -3.36 0.38
H -1.77 4.83 -1.25 0.28
H -0.40 5.53 -2.17 0.50
H -2.38 5.38 1.02 0.17
H -1.34 5.74 2.39 0.36
H -1.50 4.05 1.93 0.15
C 2.72 -3.07 4.44 -1.31
C 3.03 -3.90 3.22 0.77
O 2.97 -3.44 2.08 -0.62
N 3.39 -5.19 3.41 -0.19
C 3.52 -5.91 4.66 -0.89
H 2.45 -2.06 4.12 0.24
H 1.88 -3.50 4.98 0.39
H 3.59 -3.01 5.08 0.40
H 3.58 -5.69 2.55 0.25
H 4.54 -6.28 4.75 0.29
H 2.84 -6.77 4.65 0.29
H 3.29 -5.28 5.52 0.35


(4)
22
Properties=species:S:1:pos:R:3:nbo_charge:R:1 method="wB97M-V/def2-TZVPD" homo_energy_ev=-8.2 energy_ev=-11449.7090 smiles="C=C(N)CCN.O.O" fmax_ev_per_a=1.66
C 0.64 1.11 -0.67 -0.23
C -0.10 1.48 0.61 -0.46
C -1.19 0.43 0.83 0.21
C -2.48 0.72 0.68 -0.50
N -0.68 -0.81 1.20 -0.86
N 2.11 1.26 -0.54 -0.86
H 0.50 0.06 -0.93 0.21
H 0.20 1.66 -1.51 0.18
H -0.60 2.44 0.60 0.22
H 0.50 1.39 1.52 0.21
H -3.32 0.05 0.85 0.20
H -2.77 1.69 0.31 0.20
H 0.33 -0.90 1.14 0.39
H -1.05 -1.23 2.04 0.38
H 2.54 1.31 -1.46 0.36
H 2.32 2.16 -0.09 0.36
H -2.01 -2.44 -0.80 0.47
H -0.45 -2.34 -0.98 0.49
O -1.30 -2.24 -1.42 -0.96
H 2.49 -1.16 -0.40 0.50
H 2.44 -2.71 -0.55 0.48
O 1.89 -1.93 -0.41 -0.97


(5)
58
Properties=species:S:1:pos:R:3:nbo_charge:R:1 method="wB97M-V/def2-TZVPD" homo_energy_ev=-11.6 energy_ev=-57788.3848 charge=+1 fmax_ev_per_a=7.05
C 3.40 -6.11 3.05 -0.31
C 3.51 -5.77 1.77 -0.04
C 3.49 -4.99 0.34 -0.45
C 1.94 -4.47 0.09 -0.44
C 1.84 -2.86 0.00 -0.43
C 1.06 -2.19 1.27 0.19
C -0.43 -2.86 1.26 0.68
O -1.09 -2.88 0.15 -0.48
N -1.12 -3.41 2.46 -0.78
C -0.94 -4.91 2.55 0.95
O -1.11 -5.61 1.51 -0.47
F -0.62 -5.46 3.84 -0.32
C 1.85 -2.42 2.66 -0.34
N 2.92 -1.40 2.92 0.03
F 3.85 -1.31 1.92 -0.15
C 2.24 -0.06 3.00 -0.31
C 0.92 0.10 2.07 -0.04
S -0.62 0.03 3.16 -0.03
O 0.87 -0.78 0.92 -0.49
H 3.26 -6.18 4.19 0.28
H 4.20 -4.09 0.42 0.23
H 3.81 -5.75 -0.49 0.27
H 1.60 -4.96 -0.90 0.26
H 1.31 -4.95 0.93 0.23
H 1.23 -2.56 -0.95 0.28
H 2.89 -2.41 -0.14 0.24
H -2.15 -3.30 2.30 0.44
H 1.08 -2.36 3.52 0.28
H 2.34 -3.46 2.63 0.30
H 3.45 -1.59 3.81 0.45
H 2.97 0.79 2.67 0.29
H 2.02 0.16 4.13 0.27
H 0.95 1.18 1.65 0.28
H -0.37 -0.75 4.28 0.14
C -0.18 0.65 -2.26 -0.24
C -1.24 1.18 -2.87 -0.22
C -1.14 2.47 -3.60 0.48
O -2.10 2.95 -4.16 -0.49
C 0.18 3.14 -3.61 -0.20
C 1.24 2.60 -3.00 -0.24
C 1.14 1.32 -2.27 0.48
O 2.10 0.83 -1.71 -0.53
H -0.24 -0.29 -1.72 0.23
H -2.21 0.70 -2.87 0.24
H 0.24 4.08 -4.15 0.25
H 2.21 3.08 -3.00 0.24
C -4.56 7.55 -1.91 -0.22
C -3.27 7.20 -1.85 -0.24
C -2.82 5.85 -2.24 0.49
O -1.65 5.53 -2.18 -0.52
C -3.85 4.90 -2.70 -0.25
C -5.14 5.24 -2.77 -0.21
C -5.59 6.60 -2.38 0.47
O -6.76 6.91 -2.44 -0.47
H -4.91 8.54 -1.63 0.24
H -2.51 7.89 -1.51 0.23
H -3.50 3.91 -2.98 0.25
H -5.90 4.56 -3.11 0.23